Molecular formula: C11H14BN7Re
Method: DFT, ωB97M-V/def2-TZVPD

```
! RIJCOSX wB97M-V def2-TZVPD def2/J DEFGRID3
* xyz 2 4
Re -0.6566 -0.7938 1.1213
N 1.2093 -0.9130 0.4122
N 1.5705 -0.3504 -0.8080
N 0.3521 0.4678 3.9507
N 0.0771 1.5818 0.7507
N 0.5767 1.9019 -0.4804
N -0.6831 0.2032 -1.6023
N -1.4310 -0.3039 -0.4786
C -1.5775 -2.1156 2.2774
C -1.4091 0.0132 -2.6934
C 0.0100 -0.0500 2.9569
C 0.0331 2.7352 1.4494
C 2.9791 -1.9977 -0.3599
C 0.7381 3.2300 -0.5998
C 2.6022 -1.0403 -1.2926
C -2.6531 -0.6831 -0.9685
C 0.4012 3.7980 0.6168
C -2.6462 -0.5338 -2.3419
C 2.1233 -1.8823 0.7212
B 0.7287 0.7513 -1.4856
H -0.2394 2.7718 2.4852
H 0.4032 4.8410 0.8587
H 2.0607 -2.3913 1.6689
H -0.5128 -2.0492 0.1151
H -1.0119 0.2895 -3.6627
H -3.4102 -1.0564 -0.3118
H 3.0020 -0.8064 -2.2596
H 3.7729 -2.7030 -0.4534
H -2.4114 -2.6230 1.8003
H -3.4391 -0.7856 -3.0386
H 1.0556 3.6785 -1.5229
H -0.9583 -2.9435 2.6247
H -1.8584 -1.3871 3.0554
H 1.2025 1.1463 -2.5052
*
```

## Properties
Energy above the lowest of the compared OMol25 structures with the same formula, charge and spin   42.66 kcal/mol
Gap between HOMO and LUMO (spin up / spin down)   7.80 / 4.96 eV
M   441.3 g/mol
HOMO energy (spin up / spin down)   -15.8 / -16.6 eV

Molecular formula: C11H14BrCl5O3
Method: DFT, ωB97M-V/def2-TZVPD

```
! RIJCOSX wB97M-V def2-TZVPD def2/J DEFGRID3
* xyz 0 1
Br 2.9579 -0.7765 2.8438
Cl -1.6877 -1.5682 -2.6605
Cl -1.5711 -2.5233 -5.9393
Cl -0.4641 0.9187 4.5216
Cl -2.7292 -0.4435 1.3958
Cl -2.4036 3.0387 2.6721
O 4.4547 -0.7716 -1.4607
O 5.4108 -1.9758 0.5799
O 2.5641 -0.1662 -2.9365
C 4.5197 -1.2097 -0.0566
C 3.2397 -0.6932 0.8656
C -2.7271 2.4581 4.3247
C 3.0757 -0.3264 -1.7122
C -0.4556 -1.1158 -3.8647
C 2.3755 -0.1553 -0.2397
C -1.0425 -0.9652 -5.2591
C -1.6421 -0.6952 -0.1076
C 0.8513 0.5056 -0.0450
C -0.0978 -0.7858 0.4332
C -1.4503 2.2710 5.1287
H 0.4199 -1.7318 -0.0796
H -0.0272 -0.1641 -3.5362
H 0.3359 -1.8716 -3.8405
H -3.2968 1.5262 4.2514
H 0.8371 1.3483 0.7720
H -1.6971 2.0412 6.1695
H -3.3627 3.2084 4.8045
H 0.4349 0.8721 -1.0968
H -1.8284 0.1444 -0.9050
H -1.9108 -1.7789 -0.5305
H -0.8321 3.1744 5.1172
H -0.0652 -0.9415 1.5927
H -0.2858 -0.5629 -5.9391
H -1.8997 -0.2844 -5.2631
*
```

## Properties
SMILES   O=C1OC(=O)C(CCCCl)=C1Br.ClCCCl.ClCCCl
Gap between HOMO and LUMO   8.27 eV
M   451.4 g/mol
HOMO energy   -10.1 eV

Molecular formula: C11H14Cl20F3IO4Ta
Method: DFT, ωB97M-V/def2-TZVPD

```
! RIJCOSX wB97M-V def2-TZVPD def2/J DEFGRID3
* xyz -1 1
Ta -2.1464 0.0345 -2.8860
I -4.6290 1.1441 -3.9449
Cl -1.9782 -5.7863 -6.9237
Cl 2.2858 1.5022 9.7044
Cl 7.1177 0.5805 4.1055
Cl -4.7213 1.1765 0.3023
Cl 2.3710 -0.5449 4.1093
Cl 7.8345 -1.3855 2.0841
Cl 1.8592 -0.1186 7.3262
Cl 2.5408 0.9014 1.5904
Cl -2.9801 -3.1054 -6.3995
Cl -3.8828 3.8941 0.9159
Cl -4.2762 1.9729 3.0651
Cl 9.5655 -0.9674 4.3849
Cl -6.5681 3.0100 1.6033
Cl 9.3644 1.0775 2.3250
Cl 4.5070 0.9348 7.9130
Cl 2.3804 2.7323 7.0694
Cl 1.5030 -1.8162 1.6404
Cl -1.6726 -4.6100 -4.2801
Cl -0.1136 -3.5905 -6.5152
Cl 4.3331 -1.3308 2.1098
F -0.7932 5.0411 0.0235
F 1.2210 4.1753 0.9694
F -1.0224 3.4038 1.7450
O 0.0627 1.2874 -0.1623
O -1.2006 1.8732 -3.5699
O -3.5844 -2.1443 -1.0073
O -1.6191 -0.8226 -4.7974
C 8.4705 -0.1737 3.2249
C 0.7308 0.5063 -1.2131
C -1.6861 -4.2731 -6.0297
C -3.3282 -1.9173 -2.4377
C -0.1650 3.7921 0.5948
C -2.6283 -3.0875 -0.4074
C 2.6870 -0.6976 2.3624
C -0.2163 -0.7096 -1.8468
C -0.2616 2.6549 -0.5916
C 2.7581 1.2627 8.0032
C -4.8622 2.5134 1.4717
H -1.4039 2.6340 -0.9327
H 1.2303 1.1413 -2.0640
H 0.4932 -1.3123 -2.5706
H -0.2237 1.5900 -3.6606
H -2.8359 -2.8499 -2.9928
H -0.4488 -1.4287 -0.9378
H -4.3972 -1.7952 -2.9555
H 0.3541 3.0548 -1.5016
H -2.0857 -0.2101 -5.4689
H -1.9697 -2.4496 0.3573
H -3.1233 -3.9746 0.1915
H -2.6338 0.8124 -1.2430
H -1.8417 -3.5349 -1.1782
H 1.6295 -0.0666 -0.6748
*
```

## Properties
Energy above the lowest of the compared OMol25 structures with the same formula, charge and spin   106.69 kcal/mol
Gap between HOMO and LUMO   6.70 eV
M   1284.1 g/mol
HOMO energy   -5.5 eV

Molecular formula: C11H14Cl2O3Si
Method: DFT, ωB97M-V/def2-TZVPD

```
! RIJCOSX wB97M-V def2-TZVPD def2/J DEFGRID3
* xyz 0 1
Cl -3.0444 -0.4878 3.8685
Cl -0.6600 -3.2421 -0.1539
Si -0.0343 1.3759 -1.3918
O 1.0941 0.5978 -0.4501
O 1.0875 -1.2610 -1.8768
O 1.8553 -2.1304 0.8963
C 0.7653 -0.8269 2.6265
C -1.7696 -1.5467 1.6321
C 0.7277 -1.5911 1.4562
C -0.5374 -1.9772 1.0695
C -1.4064 0.1219 -1.7719
C 1.4424 -0.6214 -0.9005
C -0.7710 2.8273 -0.4235
C 2.4954 -1.2807 -0.0281
C -0.3924 -0.4360 3.2803
C -1.6544 -0.8551 2.8710
C 0.8707 1.8593 -3.0353
H -1.7369 2.9692 -0.8716
H -0.1584 3.7005 -0.4666
H 1.2433 0.9608 -3.5393
H -0.3578 0.1172 4.2422
H -0.9703 2.4277 0.5846
H -1.5737 -0.5297 -0.9489
H -1.2417 -0.6175 -2.5126
H 1.7160 -0.6752 3.0710
H -2.6843 -1.9956 1.3312
H 3.0080 -0.5404 0.5861
H 0.1577 2.3296 -3.6245
H 1.6706 2.5427 -2.8584
H -2.3222 0.6527 -2.0630
H 3.1813 -1.8678 -0.5984
*
```

## Properties
SMILES   C[Si](C)(C)OC(=O)COc1ccc(Cl)cc1Cl
Gap between HOMO and LUMO   9.78 eV
M   293.2 g/mol
HOMO energy   -9.3 eV

Molecular formula: C11H14F3OP
Method: DFT, ωB97M-V/def2-TZVPD

```
! RIJCOSX wB97M-V def2-TZVPD def2/J DEFGRID3
* xyz 0 1
P 2.8762 -1.1029 -1.1721
F 2.9412 -2.1618 1.3406
F 4.4831 -2.8131 0.0115
F 4.5860 -0.7818 0.8332
O 0.1085 1.0870 0.2991
C -2.4596 -1.2696 -0.3323
C -1.9762 0.0241 -0.3791
C 2.0860 2.0392 1.2699
C 3.7711 -1.7268 0.3583
C -2.8865 1.0477 -0.2022
C -3.7848 -1.5659 -0.1278
C -4.6879 -0.5320 0.0509
C 1.4824 0.8370 0.5059
C -4.2103 0.7546 0.0104
C -0.5064 0.2239 -0.6541
C 2.3278 0.6393 -0.8017
H -1.7491 -2.0804 -0.4927
H -4.0699 -2.6140 -0.1304
H -0.3887 0.6796 -1.6487
H 3.2741 1.1791 -0.6964
H -2.5553 2.0824 -0.2277
H 2.8988 1.6788 1.9082
H -5.7294 -0.7877 0.2149
H 2.5553 2.7288 0.5570
H 1.8448 1.0268 -1.7024
H 1.6449 -0.0415 1.1474
H -0.0341 -0.7638 -0.6025
H 1.7550 -1.9529 -1.2849
H -4.9266 1.5653 0.1263
H 1.3295 2.6006 1.8215
*
```

## Properties
Energy above the lowest of the compared OMol25 structures with the same formula, charge and spin   0.00 kcal/mol
SMILES   C[C@H](CPC(F)(F)F)OCc1ccccc1
Gap between HOMO and LUMO   9.99 eV
M   250.2 g/mol
HOMO energy   -9.2 eV

Molecular formula: C11H14IN5O2PtS
Method: DFT, ωB97M-V/def2-TZVPD

```
! RIJCOSX wB97M-V def2-TZVPD def2/J DEFGRID3
* xyz 0 1
Pt 0.6597 -0.3745 0.5934
I 2.3313 -0.0765 2.5182
S 3.0387 -3.5144 -1.6791
O -0.6929 -0.1054 -1.0115
O -1.6052 -1.4033 1.0379
N -2.2075 -1.3755 -0.0934
N 3.3446 -0.8341 -1.2809
N 0.7260 -3.1295 -0.6844
N -1.8017 -0.7506 -1.1240
N 1.3683 -1.9215 -0.6407
C -4.1693 -2.0769 -1.4215
C -5.0184 -3.6234 0.7278
C 0.3611 0.9288 2.0306
C 1.4480 -4.0608 -1.1835
C 2.5800 -1.9464 -1.1339
C 0.9805 -5.4617 -1.4012
C -5.7662 -3.5913 -0.4385
C -3.4326 -2.1225 -0.2445
C -3.8462 -2.8872 0.8320
C -5.3367 -2.8157 -1.5088
C 0.4614 -5.6770 -2.8239
H -5.3458 -4.2228 1.5673
H 2.9997 -0.0467 -0.7395
H 1.7935 -6.1569 -1.1831
H -3.2435 -2.8901 1.7275
H 1.2446 -5.4962 -3.5616
H 0.1878 -5.6441 -0.6756
H 4.3441 -0.9535 -1.2723
H 0.1076 -6.6998 -2.9491
H -3.8274 -1.4713 -2.2467
H -0.3647 -4.9976 -3.0312
H -5.9166 -2.7831 -2.4220
H -0.3354 0.7196 2.8387
H -6.6808 -4.1645 -0.5157
H 0.5965 1.9853 1.9358
*
```

## Properties
Energy above the lowest of the compared OMol25 structures with the same formula, charge and spin   8.18 kcal/mol
Gap between HOMO and LUMO   7.38 eV
M   602.3 g/mol
HOMO energy   -7.5 eV

Molecular formula: C11H14N2
Method: DFT, ωB97M-V/def2-TZVPD

```
! RIJCOSX wB97M-V def2-TZVPD def2/J DEFGRID3
* xyz 0 1
N -2.2315 1.3905 0.0609
N -1.8672 -0.7828 -0.0019
C 0.1623 0.7275 0.1549
C -3.2215 -0.5956 -0.0829
C 2.2697 0.2103 -1.1586
C 0.7936 0.4490 -1.2262
C -1.2280 -2.0690 -0.0295
C -3.4236 0.7507 -0.0412
C -1.3110 0.4595 0.0835
C 2.8569 -0.2536 -0.0577
C 0.8182 -0.0950 1.2370
C 0.3735 2.2036 0.5280
C 2.0820 -0.5049 1.1410
H -0.1992 -1.9780 0.3164
H -1.2294 -2.4799 -1.0435
H -1.7649 -2.7595 0.6235
H 2.5610 -1.0310 1.9544
H 0.3302 -0.4318 -1.6872
H 0.0043 2.3939 1.5320
H -4.3427 1.2998 -0.0767
H 0.5774 1.2946 -1.8818
H 2.8303 0.3810 -2.0661
H -3.9004 -1.4205 -0.1578
H -0.1778 2.8373 -0.1602
H 3.9169 -0.4578 -0.0275
H 0.2418 -0.2432 2.1395
H 1.4330 2.4437 0.4849
*
```

## Properties
Energy above the lowest of the compared OMol25 structures with the same formula, charge and spin   17.68 kcal/mol
SMILES   Cn1ccnc1[C@@]1(C)C=CC=CC1
Gap between HOMO and LUMO   9.14 eV
M   174.2 g/mol
HOMO energy   -8.3 eV

> M of number 3 (C11H14Cl20F3IO4Ta)?

1284.1 g/mol

Repeat the seventh record exactly.
Molecular formula: C11H14N2
Method: DFT, ωB97M-V/def2-TZVPD

```
! RIJCOSX wB97M-V def2-TZVPD def2/J DEFGRID3
* xyz 0 1
N -2.2315 1.3905 0.0609
N -1.8672 -0.7828 -0.0019
C 0.1623 0.7275 0.1549
C -3.2215 -0.5956 -0.0829
C 2.2697 0.2103 -1.1586
C 0.7936 0.4490 -1.2262
C -1.2280 -2.0690 -0.0295
C -3.4236 0.7507 -0.0412
C -1.3110 0.4595 0.0835
C 2.8569 -0.2536 -0.0577
C 0.8182 -0.0950 1.2370
C 0.3735 2.2036 0.5280
C 2.0820 -0.5049 1.1410
H -0.1992 -1.9780 0.3164
H -1.2294 -2.4799 -1.0435
H -1.7649 -2.7595 0.6235
H 2.5610 -1.0310 1.9544
H 0.3302 -0.4318 -1.6872
H 0.0043 2.3939 1.5320
H -4.3427 1.2998 -0.0767
H 0.5774 1.2946 -1.8818
H 2.8303 0.3810 -2.0661
H -3.9004 -1.4205 -0.1578
H -0.1778 2.8373 -0.1602
H 3.9169 -0.4578 -0.0275
H 0.2418 -0.2432 2.1395
H 1.4330 2.4437 0.4849
*
```

## Properties
Energy above the lowest of the compared OMol25 structures with the same formula, charge and spin   17.68 kcal/mol
SMILES   Cn1ccnc1[C@@]1(C)C=CC=CC1
Gap between HOMO and LUMO   9.14 eV
M   174.2 g/mol
HOMO energy   -8.3 eV

> M of number 4 (C11H14Cl2O3Si)?

293.2 g/mol

> Look up the M of the fourth one.

293.2 g/mol